Entry 1:
20
Properties=species:S:1:pos:R:3:forces:R:3:nbo_charge:R:1 method="wB97M-V/def2-TZVPD" orbital_gap_ha=0.373 spin_multiplicity=1 total_charge=+1 energy_ha=-415.87530 de_lowest_kcal_mol=30.1
C -1.715144 -1.809384 -0.772131 -0.3 -2.0 0.2 -0.25
C -2.761356 -0.855518 -0.357721 1.8 -2.8 0.0 0.06
C -0.547907 -1.170811 -0.746592 1.1 1.6 -0.2 -0.04
C -0.878129 2.353531 0.475737 -0.7 2.0 -0.6 -0.70
C -0.164529 1.183200 0.003558 4.2 1.9 0.5 0.62
N -2.204078 0.231678 -0.060414 -0.6 2.7 -0.2 -0.23
N -0.873666 0.173741 -0.395196 -1.4 -2.9 -0.1 -0.24
N 1.190286 1.109442 0.061481 -2.7 -1.7 -0.4 -0.73
N 3.046426 -1.124704 0.243016 -2.1 -1.5 2.8 -1.09
H -1.756728 -2.910160 -0.864099 -0.4 0.9 -0.3 0.26
H -3.756712 -1.104940 -0.078532 -0.7 0.2 -0.2 0.24
H 0.519754 -1.393418 -0.938932 -1.2 -0.2 0.0 0.24
H -0.255151 3.278992 0.514716 -0.5 -0.8 -0.2 0.26
H -1.903090 2.492052 0.036742 1.4 0.0 0.1 0.30
H -1.097261 2.071931 1.471472 -0.3 0.0 1.5 0.28
H 1.587240 0.144396 0.024802 0.6 0.9 0.1 0.45
H 1.795020 1.824455 0.429634 -0.4 0.3 0.0 0.44
H 4.008166 -0.931756 0.260221 1.6 0.4 -0.7 0.39
H 2.961313 -1.735094 1.110399 -0.1 1.3 -0.9 0.38
H 2.805553 -1.827629 -0.418169 0.5 -0.4 -1.3 0.37

Entry 2:
11
Properties=species:S:1:pos:R:3:forces:R:3:nbo_charge:R:1 method="wB97M-V/def2-TZVPD" orbital_gap_ha="0.273 / 0.273" spin_multiplicity=1 energy_ha=-1059.59199 de_lowest_kcal_mol=94.9
C -2.314257 -0.174794 0.243307 1.5 0.4 1.8 -0.28
C 0.072183 -0.858202 0.454178 -0.4 0.9 -2.8 0.09
N -1.316853 -1.077276 0.510819 0.1 -0.1 -0.5 -0.49
N 0.695442 0.132992 -0.325615 -0.7 0.0 -0.3 -0.84
O -4.124497 1.233468 -0.175238 -1.8 -0.1 0.0 -0.96
S -0.456584 -2.479788 -0.227276 -1.0 0.3 0.1 0.21
S -3.924066 -0.252911 -0.048730 1.2 1.2 -0.5 1.01
H -2.070934 0.891260 0.673468 -0.2 -1.9 -1.4 0.26
H 0.499057 -0.889203 1.350675 1.9 -0.7 3.7 0.19
H 0.128017 0.291545 -1.184607 1.7 0.1 0.5 0.40
H 1.752068 0.169930 -0.275738 -2.2 -0.1 -0.6 0.41